Record 1
{
  "formula": "C3H2NO3P",
  "method": "ωB97M-V/def2-TZVPD",
  "elements": ["O", "N", "P", "O", "C", "C", "C", "O", "H", "H"],
  "coordinates": [[2.124314, 0.466411, 1.674103], [1.831091, -0.695648, 1.544730], [1.711182, -2.124858, 1.182258], [-1.625055, 1.658888, 1.406007], [-1.151849, 1.234064, 0.434322], [-0.831187, 0.706785, -0.789478], [-0.346067, -0.557974, -1.199623], [-0.162956, -1.520759, -0.525815], [-1.223945, 1.495414, -1.382586], [-0.325528, -0.662324, -2.343918]],
  "forces_ev_per_a": [[-0.80, -0.19, 0.35], [1.56, 1.39, -0.26], [-0.33, -1.25, 0.35], [1.27, -0.37, -1.60], [-0.74, -1.56, 0.59], [-0.72, 2.53, 2.94], [-1.01, 0.28, -2.86], [0.34, -1.39, 1.06], [0.13, 0.27, -1.68], [0.30, 0.29, 1.09]],
  "mulliken_charge": [-0.551, 0.542, 0.012, -0.299, 0.639, -0.478, 0.073, -0.516, 0.317, 0.262],
  "relative_energy_kj_mol": 10.0,
  "lumo_ev": [0.164, 0.163],
  "gap_ev": [9.0, 9.0],
  "homo_ev": [-8.860, -8.861],
  "smiles": "[O-][N+]#P.O=C=CC=O"
}

=====

Record 2
{
  "formula": "C4H6N2S2",
  "method": "ωB97M-V/def2-TZVPD",
  "elements": ["C", "N", "N", "C", "S", "C", "C", "S", "H", "H", "H", "H", "H", "H"],
  "coordinates": [[-1.288292, 2.012084, -0.138145], [-0.233518, 1.314498, -0.146605], [-0.315210, -0.029451, 0.186334], [-1.265844, -0.828339, -0.357956], [-1.433201, -2.442358, -0.066470], [0.938647, -0.519376, 0.776356], [1.946312, -0.831301, -0.317805], [3.535447, -0.672034, -0.176002], [-1.233239, 3.115133, -0.439583], [-2.259748, 1.715446, 0.256669], [-2.029654, -0.318116, -0.928200], [0.682079, -1.477451, 1.230304], [1.432921, 0.243250, 1.381501], [1.523296, -1.281991, -1.260398]],
  "forces_ev_per_a": [[-0.15, 1.80, 0.05], [0.11, 0.57, -0.49], [-0.17, 0.28, -0.14], [0.11, -0.70, 1.28], [0.22, 0.38, -0.28], [0.20, -0.23, -1.44], [-0.32, -0.76, -0.94], [-0.18, 0.10, 0.08], [0.26, -1.78, 0.36], [0.01, -0.46, -0.21], [0.16, 0.36, -0.22], [0.18, 0.20, 0.55], [-0.68, -0.28, 0.45], [0.25, 0.53, 0.95]],
  "mulliken_charge": [-0.339, -0.601, 0.451, -0.118, -0.308, -0.591, -0.073, -0.223, 0.238, 0.358, 0.317, 0.312, 0.324, 0.251],
  "relative_energy_kj_mol": 287.0,
  "lumo_ev": -0.373,
  "gap_ev": 8.3,
  "homo_ev": -8.709,
  "smiles": "C=NN(C=S)CC=S"
}

=====

Record 3
{
  "formula": "C5H9NO",
  "method": "ωB97M-V/def2-TZVPD",
  "elements": ["C", "N", "C", "C", "C", "C", "O", "H", "H", "H", "H", "H", "H", "H", "H", "H"],
  "coordinates": [[-2.579800, -0.155665, -0.575115], [-1.496362, 0.457987, -0.785260], [-0.254606, -0.296590, -0.866966], [0.749627, 0.443772, 0.023929], [2.097514, -0.264498, 0.203904], [0.095472, 0.690244, 1.372405], [0.307365, 1.653516, 2.066336], [-3.488066, 0.428392, -0.417282], [-2.670345, -1.251132, -0.532931], [0.096604, -0.294116, -1.905521], [-0.370831, -1.351037, -0.554758], [0.925700, 1.431530, -0.414043], [2.004220, -1.219157, 0.735782], [2.776626, 0.374819, 0.777481], [2.563092, -0.464418, -0.767606], [-0.616478, -0.101713, 1.701631]],
  "forces_ev_per_a": [[0.14, 0.15, -0.06], [-0.36, -0.24, 0.01], [0.10, -0.08, -0.04], [-0.01, 0.12, -0.03], [0.02, -0.03, 0.03], [0.16, 0.26, 0.19], [-0.05, -0.43, -0.24], [0.07, -0.10, -0.17], [0.12, 0.12, 0.10], [-0.02, 0.03, 0.15], [-0.02, 0.19, -0.02], [-0.03, -0.08, 0.06], [-0.07, 0.13, -0.09], [-0.12, -0.12, -0.08], [-0.11, 0.02, 0.13], [0.16, 0.07, 0.07]],
  "mulliken_charge": [-0.314, -0.393, -0.788, 0.584, -1.429, -0.080, -0.490, 0.275, 0.257, 0.361, 0.418, 0.201, 0.344, 0.376, 0.354, 0.324],
  "relative_energy_kj_mol": 179.2,
  "lumo_ev": 0.899,
  "gap_ev": 10.5,
  "homo_ev": -9.606,
  "smiles": "C=NC[C@H](C)C=O"
}

=====

Record 4
{
  "formula": "C52H63BrLuN3O5S",
  "method": "ωB97M-V/def2-TZVPD",
  "elements": ["Lu", "C", "C", "C", "C", "C", "C", "C", "C", "C", "C", "C", "C", "C", "C", "C", "C", "C", "H", "H", "H", "H", "H", "H", "H", "H", "H", "H", "H", "H", "H", "H", "H", "H", "H", "H", "H", "H", "H", "H", "H", "H", "H", "H", "H", "H", "H", "O", "C", "C", "O", "O", "C", "C", "C", "C", "C", "C", "C", "C", "C", "C", "C", "C", "H", "H", "H", "H", "H", "H", "H", "H", "H", "H", "H", "Br", "C", "C", "C", "C", "C", "C", "N", "N", "C", "C", "C", "C", "O", "C", "N", "C", "C", "C", "C", "H", "H", "H", "H", "H", "H", "H", "H", "H", "C", "C", "C", "S", "O", "C", "C", "C", "H", "H", "H", "H", "H", "H", "H", "H", "H", "H", "H", "H", "H", "H"],
  "coordinates": [[0.084212, 0.235576, 0.723330], [1.926412, 0.975676, 2.449330], [0.952212, 2.021376, 2.483230], [-0.264988, 1.425576, 2.988530], [0.032612, 0.059176, 3.272430], [1.380012, -0.225024, 2.945030], [2.150512, -1.476124, 3.335030], [3.544112, -1.488524, 2.698030], [1.399312, -2.735824, 2.898130], [2.299612, -1.494024, 4.864530], [-1.635888, 2.017176, 3.339630], [-2.632988, 0.910676, 3.722330], [-2.278488, 2.735676, 2.143430], [-1.532188, 2.946476, 4.555730], [1.504512, 3.455776, 2.463830], [1.947412, 3.813476, 3.894030], [0.562112, 4.556876, 1.967230], [2.771712, 3.521776, 1.582730], [2.979112, 1.134376, 2.279530], [-0.596688, -0.611524, 3.841330], [3.473012, -1.331424, 1.621930], [4.028012, -2.446224, 2.882130], [4.167712, -0.710824, 3.130730], [1.243712, -2.730724, 1.820630], [0.434412, -2.797324, 3.392730], [1.961112, -3.630924, 3.160030], [2.754012, -0.567624, 5.206930], [2.925912, -2.327224, 5.179230], [1.326012, -1.593524, 5.337330], [-2.755188, 0.215176, 2.895130], [-3.604288, 1.357576, 3.928030], [-2.320088, 0.375376, 4.614530], [-2.452088, 2.016676, 1.341730], [-1.664188, 3.536676, 1.756530], [-3.239388, 3.159476, 2.432730], [-1.012288, 2.435276, 5.363030], [-2.524788, 3.222576, 4.905130], [-0.993188, 3.858176, 4.325030], [1.106712, 3.864676, 4.578130], [2.451312, 4.778276, 3.889130], [2.639512, 3.065276, 4.271730], [-0.270488, 4.712276, 2.645330], [0.185012, 4.332976, 0.970630], [1.109012, 5.497876, 1.916430], [3.655712, 3.250376, 2.154130], [2.920612, 4.539376, 1.224530], [2.704312, 2.852876, 0.727830], [-1.554788, -1.672624, 1.628830], [-1.713588, -2.824024, 0.794530], [-0.709488, -2.591424, -0.381570], [-0.797188, -3.232724, -1.411570], [0.190412, -1.727624, -0.108470], [-3.125288, -2.989324, 0.274830], [-4.046488, -1.953324, 0.346630], [-5.341888, -2.140724, -0.104170], [-5.732688, -3.365324, -0.615570], [-4.814388, -4.399724, -0.695070], [-3.516888, -4.214324, -0.253870], [-1.349788, -4.073224, 1.582730], [-1.969388, -4.264324, 2.813430], [-1.669488, -5.366924, 3.590730], [-0.761988, -6.307624, 3.134130], [-0.161288, -6.136924, 1.898630], [-0.450088, -5.024124, 1.126230], [-2.163888, -1.778324, 2.371930], [-3.745888, -0.991524, 0.735330], [-6.047588, -1.324824, -0.044070], [-6.750088, -3.513124, -0.944670], [-5.112488, -5.360224, -1.088570], [-2.807688, -5.026024, -0.312470], [-2.712288, -3.559924, 3.165930], [-2.144988, -5.489724, 4.552730], [-0.539388, -7.177924, 3.733530], [0.534012, -6.877624, 1.529730], [0.016212, -4.907124, 0.159930], [2.769112, 2.151576, -7.819870], [1.058212, 2.576376, -7.088770], [0.217112, 1.549976, -6.690670], [-0.999288, 1.856776, -6.119970], [-1.401188, 3.191076, -5.983070], [-0.549188, 4.211276, -6.426470], [0.687212, 3.905376, -6.949370], [-2.695188, 3.498076, -5.632070], [-3.348088, 3.064376, -4.679970], [-2.868388, 2.409376, -3.575170], [-3.709588, 1.420976, -3.055470], [-3.380088, 0.670576, -1.949270], [-2.197688, 0.910776, -1.229770], [-1.858588, 0.285076, -0.160770], [-1.331188, 1.960876, -1.716170], [-0.203088, 2.164076, -0.988070], [0.628312, 3.103976, -1.388370], [0.351312, 3.959976, -2.459170], [-0.808788, 3.798976, -3.170570], [-1.662188, 2.718976, -2.870870], [0.517312, 0.522176, -6.821570], [-1.665188, 1.064576, -5.810470], [-0.863888, 5.239676, -6.330870], [1.353812, 4.690776, -7.267670], [-4.624388, 1.219076, -3.590270], [-4.030988, -0.124724, -1.621870], [1.545812, 3.213676, -0.830370], [1.039612, 4.752776, -2.698370], [-1.065188, 4.494276, -3.953970], [4.481512, -3.482524, -1.212370], [4.712512, -2.307224, -2.153270], [4.110812, -1.011324, -1.633070], [2.351312, -1.244024, -1.069970], [1.984112, 0.136576, -0.587070], [1.558512, -1.451224, -2.722470], [1.013012, -0.160724, -3.300070], [2.082912, 0.739976, -3.899870], [4.926512, -4.384624, -1.624370], [3.419912, -3.656824, -1.066070], [4.922912, -3.291124, -0.239270], [4.287812, -2.542824, -3.131170], [5.784512, -2.162324, -2.295770], [4.154412, -0.229924, -2.383070], [4.635412, -0.670224, -0.741170], [0.742512, -2.148524, -2.530870], [2.278112, -1.916024, -3.391370], [0.487212, 0.375276, -2.508570], [0.277512, -0.410124, -4.069370], [2.751812, 1.113676, -3.130270], [1.623912, 1.599376, -4.382670], [2.662712, 0.200776, -4.647070]],
  "forces_ev_per_a": [[0.15, 0.31, -0.16], [-0.38, 0.02, 0.55], [0.23, -0.32, 0.34], [0.10, -0.11, 0.34], [0.44, 0.34, 0.31], [0.05, 0.27, 0.25], [-0.04, -0.21, -0.10], [-0.28, 0.08, 0.12], [0.16, 0.19, 0.01], [0.02, 0.08, -0.27], [-0.19, 0.09, -0.12], [0.22, 0.11, -0.05], [0.10, -0.08, 0.07], [0.08, -0.08, -0.20], [-0.07, 0.18, -0.23], [-0.09, -0.08, -0.13], [0.02, -0.16, 0.07], [-0.11, -0.04, 0.04], [-0.05, -0.08, -0.36], [-0.12, -0.02, -0.43], [0.06, 0.00, -0.10], [0.04, -0.09, 0.00], [0.15, 0.16, -0.04], [-0.03, -0.06, -0.01], [-0.19, -0.02, -0.03], [0.09, -0.11, 0.07], [0.08, 0.11, 0.10], [0.05, -0.12, 0.04], [-0.12, 0.00, 0.11], [-0.06, -0.14, -0.07], [-0.06, 0.05, 0.00], [0.02, -0.13, 0.12], [-0.07, 0.05, -0.04], [0.07, 0.08, -0.08], [-0.11, 0.04, 0.04], [0.06, -0.02, 0.14], [-0.14, 0.06, 0.03], [0.07, 0.13, 0.01], [-0.11, 0.02, 0.08], [0.06, 0.16, 0.04], [0.10, -0.10, 0.04], [-0.14, 0.00, -0.04], [-0.10, 0.03, -0.04], [0.04, 0.07, 0.01], [0.14, -0.12, -0.02], [0.06, 0.05, -0.02], [0.08, -0.02, -0.07], [-0.38, -0.37, 0.09], [0.36, 0.02, -0.46], [-0.72, -0.51, 0.30], [-0.04, -0.05, 0.08], [0.06, 0.09, -0.12], [-0.16, 0.18, 0.05], [0.15, 0.03, 0.07], [-0.15, -0.04, 0.02], [-0.08, 0.06, -0.04], [0.03, -0.06, -0.01], [-0.08, 0.03, -0.05], [0.18, -0.02, 0.08], [0.06, -0.07, -0.07], [-0.06, 0.09, 0.08], [0.07, -0.12, -0.02], [0.00, -0.14, 0.08], [-0.03, 0.09, 0.01], [0.20, 0.24, -0.03], [0.08, 0.04, 0.02], [-0.09, 0.06, 0.01], [-0.09, -0.03, -0.06], [-0.02, -0.07, -0.06], [0.04, -0.04, -0.02], [-0.08, 0.06, 0.06], [-0.06, -0.04, 0.06], [0.05, -0.06, 0.05], [0.06, -0.03, -0.02], [0.06, 0.04, -0.09], [-0.25, 0.06, 0.10], [0.25, -0.07, -0.05], [0.27, 0.11, -0.13], [-0.24, 0.28, 0.08], [1.51, -0.63, -0.26], [-0.36, -0.30, 0.25], [0.22, -0.18, -0.11], [-1.20, 0.82, -0.42], [-1.00, 0.61, -0.57], [0.56, -1.12, 1.27], [0.52, 0.73, -0.58], [0.62, -0.29, 0.74], [-0.52, 0.54, -0.86], [-0.22, -0.19, 0.12], [-0.45, -0.02, -0.15], [0.23, -0.05, 0.05], [-0.02, -0.22, 0.17], [-0.29, 0.06, -0.13], [0.23, -0.01, 0.12], [-0.16, -0.20, 0.20], [0.04, -0.10, 0.00], [-0.07, -0.05, 0.04], [-0.08, 0.10, -0.06], [0.08, 0.07, -0.04], [-0.17, 0.05, -0.04], [-0.05, -0.06, 0.08], [0.04, 0.00, 0.03], [0.11, 0.13, -0.01], [0.03, 0.01, 0.05], [0.11, -0.02, -0.21], [-0.17, -0.15, 0.10], [-0.59, -0.04, 0.13], [1.89, -0.81, -1.57], [-0.57, 0.96, 0.61], [-0.25, -0.18, 0.37], [0.20, 0.22, 0.09], [-0.23, 0.08, 0.09], [0.03, -0.12, 0.04], [-0.10, -0.18, 0.05], [0.06, 0.01, 0.21], [0.09, 0.02, -0.05], [0.00, 0.08, -0.09], [-0.07, 0.17, -0.01], [-0.06, 0.03, 0.14], [0.09, -0.07, 0.01], [0.17, -0.08, 0.03], [-0.06, -0.05, -0.18], [-0.04, -0.10, 0.09], [0.11, 0.07, 0.08], [0.02, 0.10, -0.06], [0.14, -0.01, -0.11]],
  "mulliken_charge": [2.200, -0.445, 1.596, -0.506, -1.013, -0.403, 2.377, -2.042, -1.437, -1.938, 2.338, -2.086, -1.703, -1.913, 2.360, -1.625, -1.997, -1.878, 0.447, 0.593, 0.260, 0.497, 0.360, -0.049, 0.209, 0.645, 0.383, 0.466, 0.298, 0.187, 0.514, 0.359, -0.017, 0.019, 0.685, 0.313, 0.518, 0.195, 0.256, 0.458, 0.303, 0.264, 0.166, 0.673, 0.356, 0.487, 0.096, 0.476, 2.418, -1.664, -0.783, -0.336, -0.069, -0.500, -0.927, -0.709, -0.901, -0.295, 0.220, -0.755, -0.915, -0.666, -0.963, 0.628, 0.147, 0.440, 0.467, 0.410, 0.431, 0.484, 0.411, 0.453, 0.403, 0.463, 0.497, -0.171, 0.104, -0.541, 0.179, -0.223, -0.137, -0.640, -0.578, -0.398, 0.232, -0.268, -0.845, 0.232, 0.398, -1.022, 0.834, -0.242, -1.687, -0.765, 0.958, 0.422, 0.362, 0.470, 0.443, 0.494, 0.197, 0.113, 0.530, 0.811, -0.967, -0.522, -1.096, 1.467, -1.006, -1.461, 0.683, -1.375, 0.437, 0.175, 0.273, 0.224, 0.459, 0.330, 0.624, 0.360, 0.697, -0.764, 0.814, 0.254, 0.011, 0.430],
  "lumo_ev": [-0.425, -0.425],
  "gap_ev": [6.9, 6.9],
  "homo_ev": [-7.334, -7.334]
}